26
Properties=species:S:1:pos:R:3 method="wB97M-V/def2-TZVPD" largest_force_ev_per_a=4.4 mol_weight_g_mol=159.2 homo_lumo_gap_ev="8.04 / 8.04" total_energy_ha=-531.46847 total_charge=+1 spin_multiplicity=1 e_above_lowest_ev=4.515
H -3.4886 0.7949 -2.3978
O -2.5631 -1.3490 0.6440
N -0.8248 0.1971 -1.2301
C 1.5552 0.0719 0.9020
H 0.0643 1.5268 1.2609
H 1.5723 -1.1718 -0.9810
H -2.2776 1.4291 -0.3210
H 3.0501 -1.7352 1.7324
H 0.9038 -1.8404 0.4612
N 0.4884 0.8185 0.6910
H -2.6497 -2.2527 0.1488
N 2.5646 0.2482 1.6697
H 4.3494 -0.8144 0.7660
C -0.1592 -0.1410 -0.1593
C -1.6924 1.4349 -1.2143
H -2.0904 0.8957 -3.3318
H 4.2119 -0.7229 2.6444
C 1.0986 -0.9447 -0.0485
H -1.1378 -0.5812 -1.8461
C -2.6199 1.3454 -2.4266
C 3.6021 -0.8139 1.7264
N -1.2697 -1.3559 1.1341
H -3.0497 2.2830 -2.7142
H -1.2123 2.4301 -1.2300
H 2.8231 1.0567 2.1883
H -1.2485 -0.8089 1.9316